{
  "formula": "C3H5N3",
  "method": "ωB97M-V/def2-TZVPD",
  "largest_force_ev_per_a": 1.65,
  "orbital_gap_ev": 9.47,
  "multiplicity": 1,
  "total_charge": 0,
  "lumo_energy_ev": 1.1253,
  "smiles": "Nc1cc[nH]n1",
  "elements": ["N", "C", "C", "C", "N", "N", "H", "H", "H", "H", "H"],
  "xyz": [[0.0385, 1.2958, 1.6189], [-0.0309, 0.4838, 0.4854], [-0.2792, -0.9211, 0.3864], [-0.0590, -1.2038, -0.9359], [0.2240, -0.0486, -1.5585], [0.2195, 1.0065, -0.7043], [0.3759, 0.8331, 2.4533], [0.5870, 2.1281, 1.4309], [-1.0784, -1.5253, 0.7752], [-0.0715, -2.1747, -1.4145], [0.0740, 0.1263, -2.5369]],
  "forces_ev_per_angstrom": [[-0.1043, -0.0225, -0.0463], [0.0377, 0.0680, -0.2157], [-0.6186, 0.0223, -0.4839], [-0.0764, 0.1824, -0.2446], [0.1049, -0.0366, -0.2927], [0.3271, -0.0982, 0.2376], [-0.1308, -0.0547, -0.2604], [-0.2181, -0.1139, 0.0359], [0.5604, -0.3012, 1.5188], [-0.3100, 0.3080, -0.2325], [0.4282, 0.0465, -0.0163]]
}

=====

{
  "formula": "C3H5N3",
  "method": "ωB97M-V/def2-TZVPD",
  "largest_force_ev_per_a": 1.11,
  "orbital_gap_ev": 10.42,
  "multiplicity": 1,
  "total_charge": 0,
  "lumo_energy_ev": 0.6026,
  "smiles": "C/N=C(\\N)C#N",
  "elements": ["C", "N", "C", "N", "C", "N", "H", "H", "H", "H", "H"],
  "xyz": [[1.6973, -0.4560, 0.1638], [0.3172, -0.8154, -0.0363], [-0.6938, -0.0569, -0.1029], [-0.8801, 1.3039, 0.0491], [-1.8927, -0.7892, -0.5221], [-2.7590, -1.4537, -0.9030], [2.2739, -1.3625, -0.0410], [2.0398, 0.3230, -0.5304], [1.9351, -0.1477, 1.1906], [-0.2035, 1.8304, 0.5807], [-1.8341, 1.6241, 0.1517]],
  "forces_ev_per_angstrom": [[0.1286, 0.0800, 0.0301], [-0.3116, 0.0439, -0.1579], [0.2185, -0.3250, -0.0237], [0.1273, -0.0124, 0.1109], [-0.8472, -0.6389, -0.3402], [0.6583, 0.7851, 0.4191], [0.0663, 0.2513, 0.0763], [-0.1175, 0.0140, 0.1257], [-0.1784, 0.0633, -0.0979], [0.0318, -0.1538, -0.0894], [0.2240, -0.1074, -0.0532]]
}

=====

{
  "formula": "C3H5N3",
  "method": "ωB97M-V/def2-TZVPD",
  "largest_force_ev_per_a": 1.70,
  "orbital_gap_ev": [7.43, 6.91],
  "multiplicity": 1,
  "total_charge": 0,
  "lumo_energy_ev": [0.3023, 0.0263],
  "elements": ["N", "C", "C", "N", "C", "N", "H", "H", "H", "H", "H"],
  "xyz": [[-1.3182, 1.8357, 0.6805], [-0.3678, 1.1773, 0.2157], [-0.6688, -1.5025, -0.2424], [0.6211, -1.4560, -0.4729], [1.4130, -0.4354, -0.2642], [0.9065, 0.8705, 0.1702], [-2.1776, 1.7328, 0.1247], [-1.1622, -0.9395, 0.5547], [-1.2384, -2.3140, -0.7096], [2.4596, -0.6260, -0.0302], [1.5326, 1.6572, -0.0265]],
  "forces_ev_per_angstrom": [[0.9068, -0.1650, -0.1300], [-1.2805, -0.7656, -0.8079], [-0.0476, 0.1429, -0.0030], [0.2316, 0.4455, 0.0099], [-0.6878, -0.0354, 1.1713], [0.2841, -0.1381, -0.2116], [0.4067, 0.0850, 0.2748], [0.2752, -0.1095, -0.1376], [0.1647, 0.4257, 0.0932], [-0.1870, 0.4476, -0.4553], [-0.0663, -0.3330, 0.1962]]
}

=====

{
  "formula": "C3H5N3",
  "method": "ωB97M-V/def2-TZVPD",
  "largest_force_ev_per_a": 0.30,
  "orbital_gap_ev": 9.13,
  "multiplicity": 1,
  "total_charge": 0,
  "lumo_energy_ev": 0.8497,
  "smiles": "Nc1ccn[nH]1",
  "elements": ["N", "C", "C", "C", "N", "N", "H", "H", "H", "H", "H"],
  "xyz": [[1.1371, -0.2286, 1.4352], [0.2757, -0.1014, 0.3490], [-0.4839, 0.9781, -0.0428], [-1.2240, 0.5024, -1.1451], [-0.9563, -0.7606, -1.4310], [-0.0270, -1.1109, -0.4971], [1.4810, 0.6774, 1.7243], [1.9070, -0.8723, 1.3123], [-0.4968, 1.9514, 0.4230], [-1.9439, 1.0609, -1.7331], [0.3402, -2.0495, -0.4604]],
  "forces_ev_per_angstrom": [[0.1015, 0.0284, -0.0092], [-0.1344, 0.0665, -0.1493], [0.0474, 0.0021, 0.0792], [-0.0513, -0.0492, -0.0943], [0.0968, 0.1948, 0.1974], [0.1385, -0.0067, 0.2110], [0.0058, -0.1656, 0.0685], [-0.0811, 0.0553, -0.0847], [-0.0505, -0.0659, -0.1080], [0.1262, -0.2211, 0.0365], [-0.1990, 0.1615, -0.1472]]
}

=====

{
  "formula": "C3H5N3",
  "method": "ωB97M-V/def2-TZVPD",
  "largest_force_ev_per_a": 1.57,
  "orbital_gap_ev": 10.16,
  "multiplicity": 1,
  "total_charge": 0,
  "lumo_energy_ev": 0.4597,
  "smiles": "[H]/N=C(\\C#N)NC",
  "elements": ["H", "N", "C", "C", "N", "N", "C", "H", "H", "H", "H"],
  "xyz": [[-0.9121, -0.0083, -2.2176], [-0.2912, -0.3091, -1.4722], [-0.4084, 0.4659, -0.4655], [-1.5739, 1.3371, -0.4561], [-2.7143, 1.3701, -0.6504], [0.3456, 0.3641, 0.6573], [1.2130, -0.7906, 0.7691], [0.0313, 0.8239, 1.4977], [0.6701, -1.6857, 1.1009], [2.0257, -0.5692, 1.4608], [1.6140, -0.9983, -0.2240]],
  "forces_ev_per_angstrom": [[0.0216, -0.2167, 0.0886], [0.5275, 0.3040, -0.0713], [0.0926, -0.5196, -0.1068], [-1.3943, -0.6859, -0.2235], [0.5103, 1.0746, 0.3904], [-0.0028, 0.1066, -0.0532], [0.2128, -0.1244, 0.0307], [-0.0261, -0.0613, -0.1936], [0.0726, 0.1669, -0.0316], [-0.0676, -0.0548, -0.0336], [0.0534, 0.0106, 0.2040]]
}

=====

{
  "formula": "C3H5N3",
  "method": "ωB97M-V/def2-TZVPD",
  "largest_force_ev_per_a": 0.45,
  "orbital_gap_ev": [7.41, 7.41],
  "multiplicity": 1,
  "total_charge": 0,
  "lumo_energy_ev": [-0.1584, -0.1540],
  "elements": ["C", "N", "C", "N", "N", "C", "H", "H", "H", "H", "H"],
  "xyz": [[-0.3790, 0.8667, 1.1433], [0.1338, 0.1222, 0.2115], [0.4929, -1.1991, 0.3495], [0.0726, -1.8483, -0.7714], [-0.2523, -1.0524, -1.7155], [0.0700, 0.3048, -1.2512], [-0.7786, 1.8504, 0.9448], [1.0651, 0.5500, -1.6590], [-0.5241, 0.3745, 2.0988], [0.4914, -1.6321, 1.3410], [-0.6362, 1.0885, -1.5235]],
  "forces_ev_per_angstrom": [[-0.0179, -0.0325, -0.0919], [-0.3945, -0.0655, 0.1625], [-0.3770, -0.0722, 0.0026], [0.2301, 0.0856, -0.1727], [0.2969, 0.0014, 0.0401], [-0.1211, 0.1253, 0.0042], [0.2608, -0.0430, -0.1236], [-0.1244, 0.0065, 0.3757], [0.2323, 0.3818, 0.0338], [0.0802, -0.1386, -0.2524], [-0.0654, -0.2488, 0.0217]]
}

=====

{
  "formula": "C3H5N3",
  "method": "ωB97M-V/def2-TZVPD",
  "largest_force_ev_per_a": 1.17,
  "orbital_gap_ev": [7.62, 7.64],
  "multiplicity": 1,
  "total_charge": 0,
  "lumo_energy_ev": [0.4190, 0.4173],
  "elements": ["C", "N", "C", "N", "C", "N", "H", "H", "H", "H", "H"],
  "xyz": [[-1.6499, -0.4000, -0.0967], [-0.3827, -0.7736, 0.1725], [0.6429, 0.0810, 0.2148], [0.2817, 1.3857, -0.0953], [1.9687, -0.3898, 0.3465], [3.0698, -0.7584, 0.4307], [-1.9843, 0.5329, 0.3417], [-2.3476, -1.1882, -0.3379], [-0.4866, 1.3063, -0.7955], [-0.1641, -1.7603, 0.2369], [1.0522, 1.9644, -0.4178]],
  "forces_ev_per_angstrom": [[-0.1754, -0.1775, 0.1640], [0.3035, 0.0578, -0.0321], [-0.2636, -0.2247, -0.1094], [0.1109, 0.0855, -0.1507], [0.8659, -0.2638, 0.0519], [-1.1087, 0.3592, -0.0369], [0.0287, -0.0372, -0.3770], [0.0595, 0.0358, 0.3018], [0.2452, 0.2986, 0.2011], [0.0660, 0.0643, -0.1187], [-0.1320, -0.1980, 0.1061]]
}

=====

{
  "formula": "C3H5N3",
  "method": "ωB97M-V/def2-TZVPD",
  "largest_force_ev_per_a": 0.83,
  "orbital_gap_ev": 9.43,
  "multiplicity": 1,
  "total_charge": 0,
  "lumo_energy_ev": 1.1437,
  "smiles": "Nc1cc[nH]n1",
  "elements": ["N", "C", "C", "C", "N", "N", "H", "H", "H", "H", "H"],
  "xyz": [[-1.9722, -0.3650, 0.3042], [-0.6452, -0.0759, -0.0098], [0.1505, 1.1014, -0.0096], [1.4419, 0.6156, -0.0214], [1.3632, -0.7289, -0.0585], [0.1011, -1.1665, -0.1052], [-2.7174, 0.0768, -0.2159], [-1.9735, -1.3785, 0.2450], [-0.1402, 2.1437, 0.0150], [2.3983, 1.1097, 0.0516], [2.0891, -1.4050, -0.2114]],
  "forces_ev_per_angstrom": [[-0.1054, 0.0883, -0.0859], [0.1869, -0.2425, 0.1343], [0.0350, -0.1219, 0.1271], [0.0440, -0.0084, -0.0732], [0.3354, 0.0776, -0.2828], [0.0810, 0.1377, 0.1873], [0.2320, -0.0101, -0.1149], [-0.8216, 0.1159, 0.0423], [-0.0496, -0.2900, 0.1341], [-0.0979, 0.0693, -0.1660], [0.1602, 0.1841, 0.0978]]
}

=====

{
  "formula": "C3H5N3",
  "method": "ωB97M-V/def2-TZVPD",
  "largest_force_ev_per_a": 0.29,
  "orbital_gap_ev": 10.96,
  "multiplicity": 1,
  "total_charge": 0,
  "lumo_energy_ev": 1.1708,
  "smiles": "Cc1cn[nH]n1",
  "elements": ["C", "C", "C", "N", "N", "N", "H", "H", "H", "H", "H"],
  "xyz": [[-1.6753, -0.1092, -0.0732], [-0.1831, -0.0712, 0.0083], [0.6863, 1.0326, -0.0388], [1.9405, 0.6026, 0.0465], [1.7965, -0.7025, 0.1419], [0.5611, -1.1703, 0.1255], [-2.0042, -0.4714, -1.0528], [-2.0929, 0.8910, 0.0758], [-2.0892, -0.7762, 0.6878], [0.4633, 2.0865, -0.1290], [2.5971, -1.3120, 0.2081]],
  "forces_ev_per_angstrom": [[-0.0435, -0.0145, -0.0026], [0.0062, -0.0186, 0.0025], [-0.0013, 0.0813, -0.0146], [-0.2247, -0.1025, -0.0036], [0.2348, -0.1085, -0.0041], [-0.0214, 0.2905, -0.0349], [0.0451, 0.0492, 0.1372], [0.0756, -0.1639, -0.0167], [0.0601, 0.0890, -0.1010], [0.0223, -0.1537, 0.0193], [-0.1533, 0.0518, 0.0185]]
}

=====

{
  "formula": "C3H5N3",
  "method": "ωB97M-V/def2-TZVPD",
  "largest_force_ev_per_a": 0.43,
  "orbital_gap_ev": 9.49,
  "multiplicity": 1,
  "total_charge": 0,
  "lumo_energy_ev": 1.0735,
  "elements": ["N", "C", "C", "N", "N", "C", "H", "H", "H", "H", "H"],
  "xyz": [[0.2553, 0.5564, -1.8373], [0.1151, 0.1935, -0.4899], [-0.2433, 1.0530, 0.5426], [-0.4366, 0.0249, 1.6057], [-0.0573, -1.2480, 1.2807], [0.2642, -1.1302, 0.0100], [1.0761, 0.1608, -2.2784], [0.2638, 1.5633, -1.9402], [-1.3907, 0.5020, 1.1427], [-0.4104, 0.2729, 2.5891], [0.5812, -2.0118, -0.5379]],
  "forces_ev_per_angstrom": [[0.1354, 0.0833, 0.0148], [-0.0649, 0.0900, 0.2031], [0.2477, -0.2281, -0.2623], [-0.0511, 0.1548, 0.3131], [0.0415, 0.1385, -0.3226], [-0.0301, -0.0825, 0.0677], [-0.1011, 0.0241, 0.0396], [-0.0077, -0.0996, -0.0163], [-0.1365, -0.1836, 0.0585], [0.0211, -0.0192, -0.1709], [-0.0543, 0.1223, 0.0752]]
}

=====

Q: What is the multiplicity in the eighth record?
A: 1

=====

Q: Look up the multiplicity of the first one.
A: 1

=====

Please write out number 7 again, unchanged.
{
  "formula": "C3H5N3",
  "method": "ωB97M-V/def2-TZVPD",
  "largest_force_ev_per_a": 1.17,
  "orbital_gap_ev": [7.62, 7.64],
  "multiplicity": 1,
  "total_charge": 0,
  "lumo_energy_ev": [0.4190, 0.4173],
  "elements": ["C", "N", "C", "N", "C", "N", "H", "H", "H", "H", "H"],
  "xyz": [[-1.6499, -0.4000, -0.0967], [-0.3827, -0.7736, 0.1725], [0.6429, 0.0810, 0.2148], [0.2817, 1.3857, -0.0953], [1.9687, -0.3898, 0.3465], [3.0698, -0.7584, 0.4307], [-1.9843, 0.5329, 0.3417], [-2.3476, -1.1882, -0.3379], [-0.4866, 1.3063, -0.7955], [-0.1641, -1.7603, 0.2369], [1.0522, 1.9644, -0.4178]],
  "forces_ev_per_angstrom": [[-0.1754, -0.1775, 0.1640], [0.3035, 0.0578, -0.0321], [-0.2636, -0.2247, -0.1094], [0.1109, 0.0855, -0.1507], [0.8659, -0.2638, 0.0519], [-1.1087, 0.3592, -0.0369], [0.0287, -0.0372, -0.3770], [0.0595, 0.0358, 0.3018], [0.2452, 0.2986, 0.2011], [0.0660, 0.0643, -0.1187], [-0.1320, -0.1980, 0.1061]]
}

=====

Q: What is the multiplicity in the fourth record?
A: 1